[1]
DFT (wB97M-V/def2-TZVPD) results for 2 unconnected molecules or ions with the total composition C4H5N2O3S2 in a non-equilibrium geometry.

Values from the calculation:
Strongest force on any atom, Eh/bohr: 0.09780
Highest occupied orbital energy, eV: -4.25
LUMO energy, eV: 3.508
Net charge: -1
Orbital gap, Ha: 0.285
Energy above the lowest of the compared OMol25 structures with the same formula, charge and spin, kJ/mol: 197.80

The geometry in XYZ format:
```
16
C4H5N2O3S2 (wB97M-V/def2-TZVPD)
H -2.720 0.352 -0.101
S 1.212 -0.447 0.289
C -1.839 -0.334 -0.064
C -0.051 2.548 0.042
N -1.034 -0.176 -1.147
N -0.154 2.679 -1.102
H -0.993 -2.002 0.776
H 0.011 2.643 1.105
H -2.457 -1.333 1.798
C -1.729 -1.214 0.921
O 0.795 0.305 1.440
O 1.310 -1.851 0.433
C 0.160 -0.364 -1.400
H 3.424 -0.565 -0.402
O 2.928 0.046 0.058
S 1.138 -0.286 -2.646
```

Results of the natural (NBO) charge analysis, in e, for atoms 1 through 6: H 0.177; S 2.106; C -0.014; C 0.083; N -0.553; N -0.332

[2]
DFT (wB97M-V/def2-TZVPD) results for a gas-phase ion, C4H5N2O4P (charge -2) in a non-equilibrium geometry.

Values from the calculation:
Strongest force on any atom, Eh/bohr: 0.11774
Highest occupied orbital energy, eV: -0.38
LUMO energy, eV: 6.721
Net charge: -2
SMILES: O=C([O-])[C@H]1NN[C@H](C(=O)[O-])P1
Orbital gap, Ha: 0.261
Energy above the lowest of the compared OMol25 structures with the same formula, charge and spin, kJ/mol: 469.39

The geometry in XYZ format:
```
16
C4H5N2O4P (wB97M-V/def2-TZVPD)
O -1.293 -3.233 0.444
O 0.868 3.273 0.132
H -1.226 0.904 0.363
N -0.853 -0.005 0.852
P 0.503 -0.567 -1.525
H -0.440 0.194 -2.174
O 0.653 -2.498 1.022
C -0.422 -2.382 0.529
O -0.636 2.282 -1.105
C 0.348 2.288 -0.389
H 0.950 -0.648 1.389
N 0.552 0.340 1.136
C -0.689 -1.016 -0.189
H -1.686 -0.954 -0.591
H 2.264 1.034 0.088
C 1.107 0.988 0.017
```

Results of the natural (NBO) charge analysis, in e, for atoms 1 through 6: O -0.795; O -0.779; H 0.369; N -0.478; P 0.161; H -0.032

[3]
DFT (wB97M-V/def2-TZVPD) results for a gas-phase ion, C4H5N2OS (charge +1) in a non-equilibrium geometry.

Values from the calculation:
Strongest force on any atom, Eh/bohr: 0.05046
Highest occupied orbital energy (alpha / beta), eV: -13.39 / -13.63
LUMO energy (alpha / beta), eV: -5.863 / -5.732
Net charge: +1
Orbital gap (alpha / beta), Ha: 0.276 / 0.290
Energy above the lowest of the compared OMol25 structures with the same formula, charge and spin, kJ/mol: 550.45

The geometry in XYZ format:
```
13
C4H5N2OS (wB97M-V/def2-TZVPD)
C -0.294 -0.341 -0.671
N 2.236 -0.186 -0.246
C 0.293 0.258 1.636
H -1.595 1.676 -0.934
H -1.544 -1.894 -0.849
S 1.963 -0.423 1.315
O -0.259 0.520 2.654
N -0.339 0.570 0.274
H 3.075 -0.789 -0.568
H -1.529 2.227 0.794
C -1.112 1.604 0.013
H -0.227 -1.795 -2.162
C -0.667 -1.429 -1.257
```

Results of the natural (NBO) charge analysis, in e, for atoms 1 through 6: C 0.432; N -0.787; C 0.504; H 0.222; H 0.276; S 0.678

[4]
DFT (wB97M-V/def2-TZVPD) results for a molecular structure, C4H5N2P in a non-equilibrium geometry.

Values from the calculation:
Strongest force on any atom, Eh/bohr: 0.07612
Highest occupied orbital energy, eV: -9.78
LUMO energy, eV: -0.447
Net charge: 0
Orbital gap, Ha: 0.343
Energy above the lowest of the compared OMol25 structures with the same formula, charge and spin, kJ/mol: 288.36

The geometry in XYZ format:
```
12
C4H5N2P (wB97M-V/def2-TZVPD)
C -2.954 -0.106 -0.118
C -2.455 0.998 -0.272
H -2.301 1.990 0.113
H 2.197 -1.987 -0.488
N 2.619 -0.045 -0.292
N 0.232 0.459 0.363
C 1.813 -1.036 -0.324
H 2.182 1.586 1.491
C 0.469 -0.778 0.038
H -3.080 -1.075 -0.366
H -0.410 -1.367 -0.179
P 1.688 1.360 0.033
```

Results of the natural (NBO) charge analysis, in e, for atoms 1 through 6: C -0.253; C -0.193; H 0.233; H 0.192; N -0.663; N -0.660

[5]
DFT (wB97M-V/def2-TZVPD) results for a molecular structure, C4H5N3.

Values from the calculation:
Strongest force on any atom, Eh/bohr: 0.01397
Highest occupied orbital energy, eV: -7.88
LUMO energy, eV: 0.166
Net charge: 0
Orbital gap, Ha: 0.296
Energy above the lowest of the compared OMol25 structures with the same formula, charge and spin, kJ/mol: 798.70

The geometry in XYZ format:
```
12
C4H5N3 (wB97M-V/def2-TZVPD)
N -1.042 1.218 0.815
C -1.232 0.165 -0.191
H 1.614 0.854 -0.992
N 1.529 0.436 -0.071
C 0.376 -0.345 0.206
N -0.910 -0.378 -1.561
C 0.068 -1.071 -1.087
H -0.301 -0.003 2.449
H 0.664 -1.784 -1.659
H 1.788 1.101 0.648
C -0.362 0.229 1.381
H -2.140 -0.395 0.068
```

Results of the natural (NBO) charge analysis, in e, for atoms 1 through 6: N -0.382; C 0.045; H 0.375; N -0.785; C 0.003; N -0.349

[6]
DFT (wB97M-V/def2-TZVPD) results for a single C4H5N3 molecule in a non-equilibrium geometry.

Values from the calculation:
Strongest force on any atom, Eh/bohr: 0.02236
Highest occupied orbital energy, eV: -10.58
LUMO energy, eV: 0.569
Net charge: 0
SMILES: CNC(C#N)C#N
Orbital gap, Ha: 0.410
Energy above the lowest of the compared OMol25 structures with the same formula, charge and spin, kJ/mol: 181.60

The geometry in XYZ format:
```
12
C4H5N3 (wB97M-V/def2-TZVPD)
C -1.327 0.639 -0.762
C -0.411 1.769 1.186
H -0.924 -0.233 1.098
N -1.950 0.686 -1.735
N 0.873 -0.007 0.132
N -0.429 2.741 1.811
H 0.200 -1.541 -1.225
C 0.822 -1.391 -0.329
H 0.419 -2.012 0.478
H 1.338 0.589 -0.547
C -0.448 0.499 0.433
H 1.836 -1.737 -0.540
```

Results of the natural (NBO) charge analysis, in e, for atoms 1 through 6: C 0.248; C 0.274; H 0.271; N -0.275; N -0.572; N -0.262